DFT (wB97M-V/def2-TZVPD) results for a single C5H12N2O molecule.

Properties
- relative energy (zero: lowest compared OMol25 entry of this formula, charge and spin) (kcal per mole) = 24.24
- HOMO level (eV) = -9.0
- total charge = 0
- spin multiplicity = 1
- electronic energy (Eh) = -382.4639
- SMILES = CNC(=O)[C@H](C)NC
- frontier orbital gap (eV) = 9.85

Each line ends with the Löwdin charge.
Geometry (Å):
C1 1.250 -1.607 1.535  -0.1239
N1 0.598 -0.332 1.254  -0.0695
C2 -1.214 -1.393 -0.174  -0.0539
C3 -0.185 -0.295 0.027  -0.3514
C4 -0.892 1.057 0.070  -0.4843
N2 -0.474 2.042 -0.739  0.0363
C5 0.615 1.950 -1.695  -0.0800
O1 -1.783 1.221 0.891  0.0482
H1 0.660 -2.489 1.291  0.0634
H2 2.185 -1.690 0.981  0.0749
H3 1.502 -1.650 2.596  0.0814
H4 -0.043 -0.132 2.017  0.1069
H5 -1.890 -1.159 -1.007  0.0889
H6 -1.873 -1.532 0.678  0.0859
H7 -0.766 -2.350 -0.421  0.0669
H8 0.521 -0.352 -0.800  0.1173
H9 -0.890 2.950 -0.608  0.1417
H10 1.587 1.915 -1.201  0.0886
H11 0.565 2.791 -2.386  0.0846
H12 0.526 1.054 -2.310  0.0782